Entry 1:
C5H6O2 | the ωB97M-V functional and the def2-TZVPD basis

The HOMO energy is -9.39 eV. For the energy relative to the best compared isomer or geometry (same formula, charge and spin), the calculation gives 68.9 kcal/mol. The HOMO-LUMO gap comes out at 8.64 eV.

ORCA input file:
```
! wB97M-V def2-TZVPD RIJCOSX def2/J DEFGRID3
* xyz 0 1
H 0.865 -1.313 -1.949
C 0.479 -1.467 -0.940
H 0.903 -2.384 -0.529
O -1.044 2.604 -0.433
H -0.607 -1.579 -1.008
O 0.453 0.953 -0.764
H -1.821 0.338 1.144
C -0.801 0.761 1.186
H -0.815 1.358 2.109
C 0.839 -0.259 -0.070
C 0.148 -0.378 1.236
H 1.923 -0.220 0.089
C -0.521 1.586 -0.071
*
```

---

Entry 2:
C4H11N2O | the ωB97M-V functional and the def2-TZVPD basis

The HOMO energy is -14.27 eV. For the energy relative to the best compared isomer or geometry (same formula, charge and spin), the calculation gives 39.6 kcal/mol. The HOMO-LUMO gap comes out at 9.50 eV.

ORCA input file:
```
! wB97M-V def2-TZVPD RIJCOSX def2/J DEFGRID3
* xyz 1 1
H 0.319 -1.318 -1.336
H -0.071 0.254 2.714
H 1.167 2.624 0.525
H -0.131 0.543 0.457
C -0.753 -1.156 -1.428
H -1.598 -2.032 0.387
O 2.369 0.477 -1.353
H 0.653 2.259 -1.007
C -0.586 -0.472 2.096
C 2.224 1.167 -0.389
H -0.868 -1.425 2.530
H 3.002 1.274 0.382
H -0.904 -0.224 -1.975
N 1.027 1.874 -0.144
H -1.194 -1.955 -2.018
C -1.476 -1.061 -0.093
H -2.457 -0.605 -0.210
N -0.724 -0.222 0.862
*
```

---

Entry 3:
C4H4ClNO | the ωB97M-V functional and the def2-TZVPD basis

The HOMO energy is -9.22 eV. For the energy relative to the best compared isomer or geometry (same formula, charge and spin), the calculation gives 39.9 kcal/mol. The HOMO-LUMO gap comes out at 9.92 eV.

ORCA input file:
```
! wB97M-V def2-TZVPD RIJCOSX def2/J DEFGRID3
* xyz 0 1
Cl -1.840 -0.291 -0.316
O 0.111 2.002 0.365
C -0.372 -0.260 0.545
C 0.621 -1.382 0.448
H 0.562 -2.409 0.603
N 1.565 0.364 -0.626
H 2.651 -1.529 0.020
C 1.686 -0.943 -0.149
H -0.377 -0.013 1.569
H 2.404 1.067 -0.975
C 0.433 0.797 0.094
*
```

---

Entry 4:
C14H26ClI2N2P2PbSe | the ωB97M-V functional and the def2-TZVPD basis

The HOMO energy (spin up / spin down) is -17.37 / -17.36 eV. The HOMO-LUMO gap (spin up / spin down) comes out at 5.11 / 4.57 eV.

ORCA input file:
```
! wB97M-V def2-TZVPD RIJCOSX def2/J DEFGRID3
* xyz 3 1
N -1.923 1.981 -0.145
H -2.859 -4.840 -1.668
C -1.009 1.573 0.781
H -0.239 -3.712 -3.568
C -1.133 5.143 1.206
H -2.438 -4.230 -0.009
H 4.154 0.165 2.140
H 3.008 0.790 0.899
H -3.714 -1.882 -2.033
H 0.625 3.812 2.635
H -3.838 3.694 -1.280
C 4.511 -1.627 -0.460
N -0.458 2.724 1.262
H 2.363 0.025 2.359
C -3.090 4.146 -0.632
C -2.039 3.367 -0.182
H -0.906 -2.118 -3.960
C 0.580 2.779 2.275
H 2.782 -2.875 2.799
C -1.141 -3.086 -3.497
C -1.082 3.846 0.697
H 1.551 2.494 1.850
C -3.126 5.477 -0.191
H -2.421 -0.631 -2.051
H 4.406 -0.748 -1.110
C -2.778 -1.551 -1.564
Cl 1.884 -4.413 -1.349
P 3.182 -1.609 0.783
I 1.592 -0.146 -2.900
C -2.169 5.965 0.719
H 5.495 -1.650 0.024
H -1.990 -3.574 -3.992
H -1.212 -5.076 -0.966
C -2.079 -4.403 -1.032
H 4.368 -2.519 -1.087
H -2.238 6.991 1.079
H 4.534 -2.922 2.327
H -3.919 6.149 -0.531
Pb 0.883 -2.093 -0.624
P -1.497 -2.830 -1.732
H -2.925 -1.329 -0.497
C 3.497 -2.953 1.969
H -2.520 1.326 -0.631
H 3.295 -3.903 1.453
H -0.408 5.437 1.958
C 3.192 -0.003 1.637
H 0.368 2.102 3.110
I -0.350 -3.175 2.195
Se -0.771 -0.090 1.536
*
```

---

Entry 5:
C19H42GeN2PRhSi2 | the ωB97M-V functional and the def2-TZVPD basis

The HOMO energy is -6.29 eV. The HOMO-LUMO gap comes out at 5.84 eV.

ORCA input file:
```
! wB97M-V def2-TZVPD RIJCOSX def2/J DEFGRID3
* xyz 0 1
C 0.386 2.585 1.739
H -2.584 -0.813 -2.969
H 2.328 3.652 -0.601
H -0.533 -4.048 1.401
H 0.769 2.701 -4.189
C 0.314 -1.557 3.117
H 2.341 2.523 -1.953
Rh 0.669 -1.005 -0.404
H 1.059 -4.508 0.804
H -4.125 -2.803 1.492
H 3.351 -2.858 1.235
H -0.693 2.921 -1.369
C -1.845 2.431 2.605
C 0.005 2.004 -4.537
H 3.864 3.119 -1.287
C 3.888 -0.080 -0.640
C 2.852 2.797 -1.028
H -3.432 -1.531 2.493
H -0.772 -1.553 3.042
H 0.756 -4.452 2.552
H 1.636 0.374 -2.412
C -2.001 1.213 1.965
H 4.818 1.950 1.548
C 3.754 1.803 1.747
H -3.598 0.252 -1.377
C 0.534 -3.973 1.596
H -0.780 2.581 -5.027
C 0.686 -0.157 -2.277
Ge -0.725 0.969 -3.025
H -0.524 4.082 2.968
C -2.012 -2.778 -1.064
H 3.371 2.720 2.194
H 4.833 -0.218 -0.113
C -0.987 0.672 1.169
H -4.722 -1.056 -0.997
C -0.650 3.123 2.482
Si 2.889 1.323 0.141
H 3.220 -1.325 2.099
C 0.263 1.341 1.111
H -1.955 1.779 -0.917
Si -2.554 -1.427 0.141
C -3.205 -2.256 1.710
H 4.115 0.132 -1.685
H 3.355 -1.038 -0.615
H -2.964 0.436 -4.158
C 2.807 -2.330 2.019
H 1.317 3.130 1.651
H -2.672 -2.825 -1.931
H -2.941 0.679 2.046
C -1.474 2.268 -1.760
H 0.745 -1.080 -2.885
H 2.948 -2.853 2.966
H -2.212 2.888 -2.272
H -1.769 -0.810 -4.533
C -2.161 -0.172 -3.740
N 1.292 0.703 0.457
P 1.037 -2.213 1.583
H 0.459 1.346 -5.278
H -2.493 -2.971 2.120
C -3.955 -0.400 -0.580
H 0.622 -2.152 3.978
H -1.002 -2.598 -1.459
H 0.640 -0.525 3.252
H 3.665 1.013 2.495
H -4.432 0.228 0.174
H -2.015 -3.763 -0.595
N -1.146 -0.455 0.394
H -2.656 2.844 3.191
*
```

---

Entry 6:
C47H45FN5O2Rh | the ωB97M-V functional and the def2-TZVPD basis

The HOMO energy (spin up / spin down) is -5.36 / -7.49 eV. The HOMO-LUMO gap (spin up / spin down) comes out at 5.81 / 5.97 eV.

ORCA input file:
```
! wB97M-V def2-TZVPD RIJCOSX def2/J DEFGRID3
* xyz 0 5
C 1.159 3.952 -1.549
C -3.409 2.918 1.338
C 1.674 -2.384 -5.194
C 0.941 1.793 1.463
N 2.200 -0.123 -2.390
H -1.045 3.522 2.480
H 2.304 -3.504 3.639
H -3.164 -3.408 2.063
H 2.715 -2.643 -5.344
H -2.669 -0.778 4.944
H -5.584 3.516 -1.187
H -3.903 -2.748 3.527
H -1.545 0.619 1.749
H -1.214 2.119 3.565
C -0.858 -3.913 -1.609
H -0.308 -0.106 -3.676
C -0.820 2.465 2.615
C 2.362 1.576 1.116
C 3.812 -0.799 -3.906
C -0.532 -4.060 1.179
H 0.185 7.164 -2.036
C 1.325 -1.280 -4.424
H -1.404 -3.462 -6.114
C -1.709 -0.944 4.467
H -1.912 1.318 -1.238
H -5.276 3.965 1.230
H 1.774 -3.710 1.960
Rh 0.786 0.645 -1.119
H 0.988 -4.031 -6.386
N -0.319 -1.592 1.113
H 3.906 -1.883 -3.830
H -0.397 -4.099 2.253
H 3.358 2.752 2.592
C 0.770 -1.336 3.249
C 3.418 0.070 -1.902
C -2.955 -1.238 2.295
C 0.183 6.084 -2.111
O 0.621 2.302 2.648
H -2.694 -1.136 1.240
O 4.433 -0.212 -2.744
C -1.002 -1.762 -4.857
H -3.887 2.184 -2.410
C -3.715 -2.558 2.466
C 3.259 -0.822 3.168
C -2.443 2.184 0.653
C 3.633 0.592 -0.613
N 0.000 1.468 0.660
H 3.568 -1.235 4.132
H -1.544 3.542 -3.561
N 0.068 1.920 -2.341
C 3.459 2.108 1.730
H 2.998 0.230 3.311
C 4.824 1.027 0.024
C -0.784 5.435 -2.878
H 4.335 -0.445 -4.790
C -2.640 1.904 -0.694
C -0.550 -0.880 5.225
C -0.411 -1.417 2.511
H -3.296 3.119 2.398
C 2.420 -3.125 2.619
H 3.454 -3.299 2.309
H 5.631 2.141 1.638
C 0.157 3.267 -2.281
H -3.319 0.858 2.827
C -3.760 2.392 -1.353
C -1.667 -1.217 3.104
C 4.729 1.779 1.162
H 1.939 3.365 -1.075
C 2.354 -0.344 -3.830
C 0.697 -3.174 -5.791
C -0.777 -2.779 -0.845
F -0.955 -1.582 -1.367
H 1.931 5.830 -0.882
C -4.710 3.140 -0.671
H 5.785 0.785 -0.412
H -0.603 -0.667 6.286
C -3.878 -0.066 2.659
H 1.585 -1.022 5.204
H 2.246 0.618 -4.344
H -4.595 0.112 1.855
H 4.122 -0.868 2.501
C -0.557 -2.781 0.550
C -1.264 1.623 1.409
H -1.001 -3.824 -2.680
C -0.028 -0.975 -4.263
C -0.749 -5.145 -0.967
C -0.608 -5.213 0.429
H -0.775 -6.055 -1.553
H -2.048 -1.510 -4.723
H -0.549 -6.176 0.919
H -4.680 -2.509 1.955
C 0.679 -1.077 4.613
C -4.536 3.395 0.682
H -1.533 6.016 -3.405
H -4.449 -0.278 3.567
N 2.436 0.817 0.028
H 1.992 -1.339 1.516
C -0.644 -2.863 -5.629
C -0.796 4.057 -2.970
C 1.161 5.332 -1.460
C 2.098 -1.623 2.569
*
```

---

Entry 7:
C28H19ClN6O4PtS6 | the ωB97M-V functional and the def2-TZVPD basis

The HOMO energy (spin up / spin down) is -6.42 / -8.31 eV. For the energy relative to the best compared isomer or geometry (same formula, charge and spin), the calculation gives 7.6 kcal/mol. The HOMO-LUMO gap (spin up / spin down) comes out at 6.14 / 5.83 eV.

ORCA input file:
```
! wB97M-V def2-TZVPD RIJCOSX def2/J DEFGRID3
* xyz 0 5
S 2.353 1.339 0.795
C 1.922 5.361 0.954
S 3.896 -1.914 5.319
C 1.749 1.175 3.462
C -1.475 -3.148 1.033
C -0.847 2.827 -5.013
C -1.225 1.723 -5.754
C -3.134 -0.734 0.076
C -3.929 -1.175 1.247
C 1.255 5.914 -1.641
C -1.763 0.526 -3.751
H -1.156 1.763 -6.833
C 2.072 6.773 -0.963
C -0.928 2.798 -3.622
S -1.641 1.656 -1.261
H -0.219 4.697 -3.398
C 0.474 -6.314 2.763
H -1.385 -2.958 -0.040
H 3.146 -6.298 2.184
Cl 5.007 -4.808 0.646
S 3.558 -0.604 2.683
H -2.522 -3.335 1.264
O -0.514 -1.979 2.915
O -3.458 -1.286 2.366
C -1.676 0.564 -5.131
N 1.123 4.512 0.311
C 2.479 0.708 2.356
C 2.621 -3.618 0.192
N -0.420 2.716 -0.836
N -0.549 3.908 -2.870
H 2.451 7.659 -1.457
C 1.249 -3.483 0.364
N -5.226 -1.493 0.983
Pt 0.329 2.658 1.135
O -0.991 -0.717 1.164
S 0.681 2.487 3.426
S 2.019 0.340 4.947
C 2.423 6.504 0.372
C -1.021 -1.924 1.846
H -1.963 -0.297 -5.716
N -4.377 -0.481 -2.166
H -2.118 -0.355 -3.235
H -0.019 -5.747 3.553
H -0.307 -6.846 2.218
C 2.603 -5.514 1.672
C -1.396 1.639 -3.010
C -3.805 -0.569 -1.168
H 0.743 -2.678 -0.151
H 1.142 -7.043 3.218
H 0.992 6.126 -2.669
C -1.791 -0.415 0.118
O -0.784 -4.313 1.403
H 3.070 7.160 0.933
C 1.236 -5.393 1.855
H -5.814 -1.674 1.779
H -5.657 -1.276 0.101
C 0.759 4.754 -0.991
H 2.163 5.090 1.975
C 3.286 -4.633 0.847
C 0.567 -4.364 1.186
N -1.070 0.219 -0.833
C -0.085 3.794 -1.576
H -0.475 3.717 -5.506
C 3.205 -0.788 4.374
H 3.162 -2.934 -0.446
*
```

---

Entry 8:
CH6N3S2 | the ωB97M-V functional and the def2-TZVPD basis

The HOMO energy is -13.50 eV. For the energy relative to the best compared isomer or geometry (same formula, charge and spin), the calculation gives 19.8 kcal/mol. The HOMO-LUMO gap comes out at 9.90 eV.

ORCA input file:
```
! wB97M-V def2-TZVPD RIJCOSX def2/J DEFGRID3
* xyz 1 1
H 0.670 2.185 0.645
H -0.923 1.613 -1.248
S -1.055 -0.461 -2.162
H -0.255 -1.761 -0.111
H 0.884 1.155 1.857
S 1.033 -1.471 1.822
N 0.388 -1.048 0.332
C -0.009 0.366 0.137
H 1.880 -2.450 1.419
N 0.479 1.305 0.959
N -0.846 0.685 -0.839
H -2.246 -0.118 -2.811
*
```

---

Entry 9:
C3H7N | the ωB97M-V functional and the def2-TZVPD basis

The HOMO energy is -9.26 eV. For the energy relative to the best compared isomer or geometry (same formula, charge and spin), the calculation gives 56.4 kcal/mol. The HOMO-LUMO gap comes out at 10.41 eV.

ORCA input file:
```
! wB97M-V def2-TZVPD RIJCOSX def2/J DEFGRID3
* xyz 0 1
N 1.603 -0.109 -0.341
H -1.133 -1.018 -1.144
C -1.072 -0.722 -0.169
H -1.319 1.439 0.510
C -0.716 0.757 -0.082
H 2.079 0.650 -0.145
H -0.829 1.028 -1.179
H 2.213 -0.796 0.249
H -1.823 -1.106 0.653
H 0.595 -0.014 1.312
C 0.403 -0.109 0.337
*
```

---

Entry 10:
C3HNO3S | the ωB97M-V functional and the def2-TZVPD basis

The HOMO energy (spin up / spin down) is 0.51 / 0.81 eV. For the energy relative to the best compared isomer or geometry (same formula, charge and spin), the calculation gives 88.5 kcal/mol. The HOMO-LUMO gap (spin up / spin down) comes out at 5.43 / 5.12 eV.

ORCA input file:
```
! wB97M-V def2-TZVPD RIJCOSX def2/J DEFGRID3
* xyz -2 1
S -0.361 2.894 -1.658
C -0.386 -0.660 -0.031
O -0.970 0.049 -2.233
N -0.123 1.562 -0.663
C -0.558 0.339 -1.082
O 0.249 -0.473 1.160
C 1.473 -0.942 1.694
O 1.520 -1.001 2.935
H -0.843 -1.770 -0.123
*
```

---

Entry 11:
C34H46Br2ClF3N4O2S | the ωB97M-V functional and the def2-TZVPD basis

The HOMO energy is -8.03 eV. The HOMO-LUMO gap comes out at 6.47 eV.

ORCA input file:
```
! wB97M-V def2-TZVPD RIJCOSX def2/J DEFGRID3
* xyz 0 1
N 2.796 -2.862 0.765
F 3.740 1.596 4.066
C 2.026 1.723 -2.138
H -3.497 -4.406 -0.295
H 3.729 -0.962 -2.575
H -1.612 -2.037 -2.404
C 3.758 0.073 -3.020
C 3.785 -1.951 0.595
H -2.707 -3.679 -4.625
H -3.496 -2.551 3.153
H 4.023 5.948 -3.906
H -5.129 -2.652 3.834
H -5.444 0.332 5.452
H 3.859 4.786 -2.544
N -3.824 0.019 4.169
H -5.100 -2.054 5.870
O 0.849 5.868 0.980
C -4.407 -0.016 5.505
C -1.715 0.103 2.836
C -4.372 -1.344 6.263
H -2.033 -0.574 2.040
Cl 1.580 3.584 -4.271
H 2.204 1.023 -4.244
H 6.518 -0.151 -4.980
C 1.689 3.872 -0.154
F 4.979 3.289 3.438
H 6.130 -1.171 -3.786
C -1.521 -4.554 -3.001
H -1.922 0.413 4.922
H -2.272 -1.971 0.008
H -1.533 -4.887 -5.133
C -2.990 -1.838 -0.805
N 6.047 -0.189 -4.070
C -4.640 -4.797 -2.060
C 2.026 2.179 1.819
H -3.385 -1.809 6.244
H -4.905 -2.523 2.100
C -2.526 -2.542 -2.073
C 1.566 4.213 -1.568
H 4.208 -0.613 -5.057
Br -0.431 6.550 -1.790
H -2.949 -5.786 -1.174
H -5.647 -0.356 3.217
H 0.261 -0.736 -0.166
H 4.568 1.202 -4.707
H -3.965 -2.199 -0.471
C 2.372 -0.045 -0.186
H 4.482 6.160 2.610
S 3.201 6.051 3.113
C 1.581 4.922 1.011
H 4.816 -2.316 0.857
C 1.305 5.678 -2.011
O 1.563 1.206 2.344
C 1.539 -2.412 0.490
H -3.088 -0.766 -0.992
C -4.597 -0.654 3.133
C 4.611 0.144 -4.333
C 3.729 -0.574 0.126
C 1.318 -1.045 0.049
H -4.967 -3.807 -2.384
F 3.422 3.633 4.983
H -4.286 -0.254 2.162
Br 2.046 8.289 -3.123
C 2.107 1.378 -0.693
C 2.745 3.316 2.644
C -4.519 -2.180 3.064
H -0.632 0.002 2.934
H -5.417 -5.195 -1.401
C 1.938 2.472 0.277
H 4.244 0.712 -2.226
H -4.600 -5.451 -2.931
H -2.147 -1.262 4.436
H 1.543 -0.265 -3.055
H -1.929 1.130 2.529
H -1.193 -5.560 -2.720
C -2.246 -4.628 -4.346
H -3.892 0.735 6.113
C -3.306 -4.760 -1.314
C 2.308 6.417 -2.572
H 4.633 0.074 0.012
C 2.499 4.597 2.254
C 3.685 2.950 3.841
C 1.740 3.110 -2.538
H 4.525 6.432 -2.237
C 3.744 5.867 -2.816
H -4.632 -1.175 7.312
C -2.387 -0.225 4.163
C 2.249 0.594 -3.215
N -2.232 -3.953 -1.878
H -3.012 -5.404 -4.350
H -3.274 -2.383 -2.862
H 0.684 -3.123 0.616
H -0.593 -3.990 -3.147
*
```

---

Entry 12:
C6H6AgO3 | the ωB97M-V functional and the def2-TZVPD basis

The HOMO energy (spin up / spin down) is -8.75 / -8.12 eV. The HOMO-LUMO gap (spin up / spin down) comes out at 8.76 / 4.68 eV.

ORCA input file:
```
! wB97M-V def2-TZVPD RIJCOSX def2/J DEFGRID3
* xyz 0 2
Ag 2.253 -0.271 1.421
H -3.081 -2.248 0.647
C -2.699 -1.374 1.183
H -0.582 -2.186 2.799
H -0.450 -3.011 1.229
C 2.230 2.887 1.578
C 1.698 3.989 1.523
C -3.624 -0.536 1.607
O 1.042 -1.655 1.641
H -0.935 -0.876 0.068
H -1.088 -0.061 1.651
C -0.280 -2.042 1.741
O 2.497 1.660 1.531
O -4.200 0.452 1.899
H 0.909 4.725 1.371
C -1.232 -1.015 1.120
*
```

---

Record-wise total energy values, in hartree: -344.49205 -343.50109 -744.93769 -4990.16315 -3966.54077 -2452.56760 -4676.47688 -1002.05113 -173.15222 -793.43364 -7998.49803 -604.66051